{
  "formula": "C32H43F21O22S2",
  "method": "the ωB97M-V functional and the def2-TZVPD basis",
  "relative_energy_kcal_mol": 0.0,
  "e_tot_ha": -5794.08140,
  "molar_mass_g_mol": 1242.77,
  "fmax_ha_per_bohr": 0.0331,
  "e_homo_ev": -10.975,
  "symbols": ["C", "C", "O", "C", "O", "C", "F", "F", "F", "H", "H", "H", "H", "H", "C", "C", "O", "C", "O", "C", "F", "F", "F", "H", "H", "H", "H", "H", "C", "C", "O", "C", "O", "C", "F", "F", "F", "H", "H", "H", "H", "H", "C", "C", "O", "C", "O", "C", "F", "F", "F", "H", "H", "H", "H", "H", "C", "C", "O", "C", "O", "C", "F", "F", "F", "H", "H", "H", "H", "H", "C", "C", "O", "C", "O", "C", "F", "F", "F", "H", "H", "H", "H", "H", "C", "C", "O", "C", "O", "C", "F", "F", "F", "H", "H", "H", "H", "H", "C", "C", "O", "S", "O", "O", "O", "H", "H", "H", "H", "C", "C", "O", "S", "O", "O", "O", "H", "H", "H", "H"],
  "positions_angstrom": [[2.081, -15.436, 18.705], [1.326, -14.219, 19.190], [0.928, -13.381, 18.074], [-0.262, -13.560, 17.557], [-1.074, -14.381, 17.882], [-0.553, -12.559, 16.413], [-0.941, -13.212, 15.317], [-1.553, -11.745, 16.780], [0.506, -11.815, 16.114], [1.445, -16.137, 18.170], [2.513, -15.896, 19.592], [2.881, -15.119, 18.034], [1.957, -13.572, 19.792], [0.449, -14.494, 19.773], [-2.342, -22.440, 23.858], [-2.694, -20.981, 23.847], [-3.833, -20.792, 22.977], [-4.103, -19.555, 22.660], [-3.573, -18.559, 23.058], [-5.244, -19.486, 21.620], [-6.404, -19.230, 22.248], [-5.004, -18.501, 20.750], [-5.389, -20.621, 20.932], [-1.860, -22.788, 22.949], [-3.141, -23.079, 24.233], [-1.573, -22.568, 24.633], [-1.855, -20.403, 23.462], [-2.936, -20.595, 24.837], [7.788, -18.792, 18.041], [8.368, -18.516, 16.688], [9.206, -17.341, 16.796], [9.668, -16.838, 15.676], [9.490, -17.253, 14.566], [10.590, -15.630, 15.930], [10.356, -15.047, 17.108], [11.864, -16.059, 15.924], [10.455, -14.717, 14.976], [7.166, -19.687, 18.045], [7.124, -17.981, 18.357], [8.495, -18.876, 18.869], [7.566, -18.283, 15.991], [8.953, -19.341, 16.283], [1.926, -23.215, 17.071], [3.405, -23.074, 16.825], [3.585, -22.022, 15.868], [4.673, -21.288, 15.978], [5.519, -21.367, 16.820], [4.780, -20.317, 14.787], [3.695, -19.544, 14.683], [5.841, -19.523, 14.920], [4.928, -21.018, 13.659], [1.298, -23.564, 16.249], [1.569, -22.197, 17.266], [1.652, -23.833, 17.923], [3.892, -23.970, 16.438], [3.890, -22.830, 17.770], [1.866, -30.970, 22.961], [0.630, -30.162, 23.338], [0.850, -28.792, 22.965], [-0.197, -27.997, 23.061], [-1.289, -28.292, 23.441], [0.134, -26.557, 22.605], [0.563, -25.830, 23.657], [1.088, -26.536, 21.678], [-0.954, -25.967, 22.140], [2.514, -31.135, 23.817], [2.428, -30.454, 22.184], [1.548, -31.922, 22.540], [0.452, -30.190, 24.414], [-0.261, -30.574, 22.868], [0.726, -19.320, 24.002], [1.736, -20.102, 24.772], [1.135, -21.295, 25.359], [1.895, -21.917, 26.239], [2.998, -21.601, 26.577], [1.218, -23.184, 26.819], [1.986, -24.251, 26.557], [1.089, -23.072, 28.134], [0.018, -23.416, 26.281], [1.190, -18.418, 23.598], [-0.110, -18.995, 24.622], [0.334, -19.892, 23.160], [2.101, -19.543, 25.641], [2.641, -20.384, 24.232], [1.249, -22.493, 21.951], [2.100, -22.408, 20.666], [2.376, -21.084, 20.235], [3.344, -20.446, 20.859], [4.042, -20.871, 21.732], [3.542, -19.008, 20.326], [4.612, -18.961, 19.528], [2.477, -18.610, 19.624], [3.718, -18.187, 21.349], [1.501, -21.642, 22.575], [1.478, -23.442, 22.436], [0.197, -22.566, 21.681], [1.536, -22.885, 19.871], [3.006, -22.997, 20.811], [-2.663, -15.952, 20.534], [-2.376, -16.733, 19.257], [-0.964, -16.980, 19.337], [-0.650, -17.412, 20.840], [0.659, -17.028, 21.205], [-1.111, -18.744, 21.028], [-1.660, -16.372, 21.487], [-3.645, -16.076, 20.987], [-2.503, -14.881, 20.394], [-2.678, -16.153, 18.394], [-2.849, -17.718, 19.254], [4.049, -17.126, 26.005], [4.791, -18.204, 25.192], [4.787, -17.743, 23.850], [4.123, -16.294, 23.707], [2.751, -16.413, 23.387], [4.961, -15.467, 22.934], [4.279, -15.928, 25.257], [4.489, -16.980, 26.986], [2.975, -17.308, 26.077], [4.349, -19.186, 25.341], [5.828, -18.222, 25.531]],
  "lowdin_charge": [-0.05, -0.16, 0.05, -0.39, 0.15, -0.55, 0.17, 0.16, 0.17, 0.08, 0.07, 0.09, 0.13, 0.11, -0.04, -0.18, 0.06, -0.42, 0.16, -0.53, 0.16, 0.16, 0.17, 0.07, 0.09, 0.07, 0.10, 0.14, -0.06, -0.19, 0.04, -0.41, 0.17, -0.55, 0.17, 0.16, 0.18, 0.06, 0.08, 0.08, 0.11, 0.14, -0.06, -0.19, 0.04, -0.39, 0.16, -0.54, 0.17, 0.17, 0.18, 0.08, 0.09, 0.07, 0.14, 0.12, -0.05, -0.19, 0.04, -0.41, 0.18, -0.55, 0.15, 0.17, 0.18, 0.08, 0.08, 0.08, 0.13, 0.13, -0.04, -0.20, 0.04, -0.40, 0.17, -0.55, 0.16, 0.18, 0.15, 0.07, 0.10, 0.06, 0.11, 0.12, -0.01, -0.19, 0.05, -0.39, 0.17, -0.54, 0.18, 0.16, 0.17, 0.05, 0.08, 0.07, 0.10, 0.13, -0.13, -0.16, -0.20, 0.57, -0.21, -0.22, -0.19, 0.13, 0.13, 0.12, 0.12, -0.16, -0.15, -0.19, 0.58, -0.22, -0.20, -0.18, 0.13, 0.12, 0.11, 0.13]
}

***

{
  "formula": "C32H43MoN9O2SSi",
  "method": "the ωB97M-V functional and the def2-TZVPD basis",
  "relative_energy_kcal_mol": 1.7,
  "e_tot_ha": -2644.44135,
  "molar_mass_g_mol": 741.85,
  "fmax_ha_per_bohr": 0.0029,
  "e_homo_ev": [-6.727, -6.726],
  "symbols": ["Mo", "C", "C", "C", "C", "C", "C", "C", "C", "C", "C", "C", "C", "H", "H", "H", "H", "H", "H", "H", "H", "H", "H", "H", "H", "H", "H", "H", "H", "H", "H", "C", "Si", "C", "C", "C", "C", "C", "C", "N", "C", "S", "H", "H", "H", "H", "H", "H", "H", "H", "H", "H", "H", "H", "N", "C", "C", "C", "C", "C", "C", "H", "H", "H", "H", "H", "C", "N", "C", "C", "C", "O", "N", "C", "O", "H", "H", "H", "H", "H", "N", "N", "N", "C", "N", "N", "H", "H", "H"],
  "positions_angstrom": [[-0.476, -0.102, 0.254], [1.378, 0.339, 4.367], [1.512, 1.176, 3.121], [0.371, 1.856, 2.651], [-0.837, 1.911, 3.553], [0.428, 2.579, 1.455], [-0.753, 3.436, 1.043], [1.654, 2.664, 0.755], [1.724, 3.392, -0.568], [2.799, 2.084, 1.286], [4.142, 2.306, 0.628], [2.721, 1.293, 2.450], [3.947, 0.568, 2.955], [0.945, 0.915, 5.187], [2.329, -0.054, 4.710], [0.710, -0.508, 4.184], [-0.583, 2.454, 4.469], [-1.156, 0.911, 3.857], [-1.684, 2.401, 3.088], [-0.914, 4.222, 1.787], [-1.681, 2.868, 0.984], [-0.588, 3.935, 0.093], [1.914, 4.463, -0.439], [0.797, 3.288, -1.127], [2.508, 2.986, -1.201], [4.416, 1.481, -0.037], [4.930, 2.397, 1.374], [4.155, 3.221, 0.041], [4.378, 1.065, 3.829], [4.720, 0.502, 2.195], [3.707, -0.455, 3.239], [0.148, -1.850, -6.636], [0.404, -0.689, -5.186], [-0.620, 0.855, -5.447], [2.220, -0.277, -5.040], [-0.195, -1.580, -3.636], [-0.695, -2.878, -3.672], [-1.143, -3.528, -2.524], [-1.109, -2.846, -1.327], [-0.645, -1.596, -1.270], [-0.164, -0.976, -2.369], [0.445, 0.610, -1.940], [0.474, -1.364, -7.558], [-0.903, -2.121, -6.762], [0.727, -2.770, -6.528], [-0.294, 1.389, -6.343], [-0.524, 1.528, -4.595], [-1.676, 0.605, -5.571], [2.580, 0.201, -5.954], [2.810, -1.182, -4.877], [2.401, 0.398, -4.203], [-0.733, -3.407, -4.618], [-1.514, -4.542, -2.559], [-1.430, -3.268, -0.384], [0.940, -0.822, 0.858], [2.108, -1.539, 1.031], [2.192, -2.520, 2.017], [3.378, -3.219, 2.180], [4.470, -2.954, 1.362], [4.371, -1.990, 0.365], [3.195, -1.281, 0.195], [1.317, -2.730, 2.617], [3.449, -3.982, 2.945], [5.393, -3.504, 1.495], [5.217, -1.791, -0.281], [3.086, -0.527, -0.576], [-4.947, 0.668, 3.311], [-3.939, -0.313, 2.948], [-3.923, -1.568, 3.490], [-2.993, -2.465, 3.145], [-1.972, -2.105, 2.168], [-1.122, -2.910, 1.799], [-2.006, -0.811, 1.673], [-2.971, 0.072, 2.030], [-3.029, 1.213, 1.562], [-5.613, 0.223, 4.047], [-5.521, 0.970, 2.436], [-4.481, 1.558, 3.731], [-4.707, -1.778, 4.206], [-2.976, -3.459, 3.563], [-5.697, 0.029, -1.870], [-4.414, 0.502, -1.663], [-3.960, 1.662, -2.119], [-2.720, 1.644, -1.684], [-2.458, 0.517, -0.993], [-3.543, -0.198, -0.993], [-6.343, 0.684, -1.446], [-5.863, 0.003, -2.870], [-1.995, 2.418, -1.859]],
  "lowdin_charge": [1.33, -0.03, -0.20, -0.21, -0.05, -0.22, -0.05, -0.21, -0.09, -0.18, -0.04, -0.18, -0.04, 0.08, 0.07, 0.09, 0.09, 0.08, 0.05, 0.09, 0.04, 0.06, 0.10, 0.03, 0.07, 0.08, 0.08, 0.07, 0.09, 0.06, 0.06, -0.19, 0.50, -0.18, -0.18, -0.24, -0.07, -0.05, -0.10, -0.13, -0.70, 0.62, 0.03, 0.03, 0.03, 0.03, 0.00, 0.03, 0.03, 0.04, 0.01, 0.09, 0.10, 0.10, -0.16, -0.33, -0.03, -0.09, -0.10, -0.09, -0.04, 0.10, 0.10, 0.10, 0.10, 0.10, -0.02, -0.05, -0.06, 0.01, -0.51, -0.02, 0.03, -0.56, -0.04, 0.09, 0.09, 0.09, 0.12, 0.11, 0.12, -0.28, 0.15, -0.20, -0.10, 0.12, 0.10, 0.10, 0.10]
}

***

{
  "formula": "C32H43N4",
  "method": "the ωB97M-V functional and the def2-TZVPD basis",
  "relative_energy_kcal_mol": 28.6,
  "e_tot_ha": -1463.93275,
  "smiles": "c1c(C(c2cc3c4c(c2)CCN4CCC3)[N@H+]2CCC[C@H]2CN2CCCC2)cc2c3c1CCCN3CC2",
  "molar_mass_g_mol": 483.72,
  "fmax_ha_per_bohr": 0.0548,
  "e_homo_ev": -9.385,
  "total_charge": 1,
  "symbols": ["C", "C", "N", "C", "C", "C", "C", "C", "C", "C", "C", "C", "C", "N", "C", "C", "C", "C", "C", "C", "C", "C", "C", "C", "C", "H", "H", "H", "H", "H", "H", "H", "H", "H", "H", "H", "H", "H", "H", "H", "H", "H", "H", "H", "H", "H", "H", "H", "H", "H", "C", "C", "C", "N", "C", "C", "C", "C", "C", "N", "C", "H", "H", "H", "H", "H", "H", "H", "H", "H", "H", "H", "H", "H", "H", "H", "H", "H", "H"],
  "positions_angstrom": [[-3.932, -1.697, -3.716], [-4.963, -1.833, -2.608], [-4.588, -1.027, -1.469], [-5.436, -0.829, -0.312], [-4.536, -0.090, 0.711], [-3.179, -0.227, 0.136], [-1.920, 0.097, 0.588], [-0.796, -0.106, -0.239], [0.564, 0.318, 0.364], [1.625, 0.398, -0.826], [2.974, 0.137, -0.559], [3.915, 0.062, -1.585], [3.518, 0.334, -2.898], [4.526, 0.115, -3.780], [4.408, 0.237, -5.214], [2.940, 0.247, -5.650], [1.961, 0.983, -4.695], [2.214, 0.723, -3.233], [1.303, 0.821, -2.166], [5.759, -0.248, -3.103], [5.361, -0.289, -1.607], [-0.932, -0.867, -1.418], [-2.201, -1.178, -1.923], [-3.294, -0.805, -1.137], [-2.481, -1.869, -3.214], [-4.133, -2.452, -4.478], [-4.037, -0.708, -4.180], [-5.951, -1.508, -2.956], [-5.023, -2.891, -2.292], [-6.346, -0.276, -0.543], [-5.747, -1.802, 0.090], [-4.832, 0.961, 0.808], [-4.604, -0.515, 1.718], [-1.818, 0.476, 1.599], [0.475, 1.400, 0.638], [3.311, 0.004, 0.468], [4.912, 1.153, -5.566], [4.938, -0.610, -5.682], [2.881, 0.683, -6.656], [2.627, -0.806, -5.731], [1.999, 2.066, -4.926], [0.951, 0.629, -4.940], [0.316, 1.225, -2.419], [6.145, -1.210, -3.474], [6.540, 0.499, -3.299], [5.963, 0.421, -1.032], [5.552, -1.282, -1.192], [-0.050, -1.228, -1.956], [-2.270, -2.946, -3.109], [-1.790, -1.498, -3.980], [-2.295, 1.322, 6.171], [-2.656, 2.668, 5.482], [-1.787, 2.716, 4.212], [-1.222, 1.383, 4.064], [-0.121, 1.284, 3.156], [0.600, -0.053, 3.083], [2.014, -0.074, 3.626], [2.757, -1.201, 2.890], [1.856, -1.659, 1.760], [0.714, -0.612, 1.631], [-1.194, 0.695, 5.323], [-1.969, 1.489, 7.195], [-3.169, 0.670, 6.199], [-3.719, 2.678, 5.214], [-2.455, 3.515, 6.149], [-2.375, 2.977, 3.320], [-1.034, 3.526, 4.321], [-0.520, 1.561, 2.155], [0.647, 2.058, 3.360], [0.001, -0.792, 3.640], [2.477, 0.915, 3.467], [1.991, -0.216, 4.716], [3.684, -0.797, 2.473], [3.009, -2.049, 3.546], [2.318, -1.761, 0.787], [1.365, -2.608, 2.019], [-0.141, -1.216, 1.687], [-0.229, 0.752, 5.843], [-1.365, -0.364, 5.153]],
  "lowdin_charge": [-0.16, -0.15, -0.08, -0.12, -0.09, -0.14, 0.01, -0.19, -0.09, -0.15, -0.01, -0.14, -0.15, -0.08, -0.15, -0.15, -0.12, -0.13, 0.01, -0.12, -0.09, 0.01, -0.13, -0.15, -0.13, 0.12, 0.12, 0.13, 0.13, 0.12, 0.12, 0.12, 0.12, 0.10, 0.15, 0.10, 0.13, 0.13, 0.12, 0.12, 0.13, 0.11, 0.13, 0.12, 0.12, 0.12, 0.12, 0.13, 0.13, 0.12, -0.14, -0.14, -0.18, -0.18, -0.17, -0.21, -0.12, -0.14, -0.08, 0.04, -0.20, 0.11, 0.11, 0.11, 0.11, 0.12, 0.12, 0.10, 0.13, 0.15, 0.13, 0.13, 0.11, 0.13, 0.11, 0.14, 0.17, 0.12, 0.11]
}